Arrangement A

BrH10LiO5 as an isolated structure. Source: OMol25; level of theory: the ωB97M-V functional and the def2-TZVPD basis.

Geometry as ORCA input:
```
! wB97M-V def2-TZVPD RIJCOSX def2/J DEFGRID3
* xyz 0 1
Li -26.197 2.415 29.572
Br -26.946 0.577 27.876
O -25.636 -0.583 30.913
H -26.245 -0.524 30.375
H -26.113 -0.625 31.753
O -26.681 -2.471 26.387
H -26.016 -2.591 25.744
H -26.516 -1.720 27.048
O -23.512 -0.362 27.497
H -24.187 0.246 27.729
H -23.317 0.103 26.531
O -28.074 1.476 24.855
H -27.839 0.800 25.381
H -28.959 1.171 24.500
O -25.882 3.014 25.605
H -25.483 2.941 26.495
H -26.217 2.124 25.641
*
```

Atomic partial charges in e from the natural (NBO) method, atoms 1 to 6: Li 0.95; Br -0.93; O -0.90; H 0.45; H 0.46; O -0.98


Arrangement B

BrH10LiO5 as an isolated structure. Source: OMol25; level of theory: the ωB97M-V functional and the def2-TZVPD basis.

Geometry as ORCA input:
```
! wB97M-V def2-TZVPD RIJCOSX def2/J DEFGRID3
* xyz 0 1
Li 0.624 2.614 -2.203
Br 0.095 0.513 -0.859
O -1.618 -2.008 1.271
H -1.330 -1.880 2.149
H -1.024 -1.724 0.671
O -1.619 -1.526 -3.045
H -0.900 -1.224 -2.595
H -2.355 -1.679 -2.404
O 2.857 1.852 0.830
H 3.639 1.504 0.459
H 2.230 1.274 0.206
O -2.671 2.535 0.810
H -2.308 1.826 0.205
H -2.072 2.888 1.344
O 2.463 -1.491 1.202
H 1.914 -1.171 0.644
H 2.083 -2.310 1.323
*
```

Atomic partial charges in e from the natural (NBO) method, atoms 1 to 6: Li 0.96; Br -0.93; O -0.94; H 0.47; H 0.47; O -0.95


So which one wins? Going from most stable to least: arrangement B, arrangement A.


Arrangement A

One molecule with the formula C5H9B. Source: OMol25; level of theory: the ωB97M-V functional and the def2-TZVPD basis.

Geometry as ORCA input:
```
! wB97M-V def2-TZVPD RIJCOSX def2/J DEFGRID3
* xyz 0 1
B -0.657 -0.068 0.049
C 0.341 0.464 1.051
C 1.731 0.231 0.986
C -0.393 -1.339 -0.671
C 2.387 -0.130 -0.135
C -2.016 0.750 -0.203
H 0.014 1.095 1.872
H 2.311 0.377 1.892
H 0.333 -2.071 -0.343
H -1.018 -1.715 -1.469
H 1.873 -0.149 -1.082
H 3.434 -0.378 -0.139
H -1.964 1.764 0.187
H -2.875 0.267 0.258
H -2.220 0.819 -1.269
*
```

Atomic partial charges in e from the natural (NBO) method, atoms 1 to 6: B 0.42; C -0.30; C -0.27; C -0.48; C -0.29; C -0.91


Arrangement B

C5H9B as an isolated structure. Source: OMol25; level of theory: the ωB97M-V functional and the def2-TZVPD basis.

Geometry as ORCA input:
```
! wB97M-V def2-TZVPD RIJCOSX def2/J DEFGRID3
* xyz 0 1
B 0.104 -0.141 -0.131
C -1.251 0.666 0.153
C 0.771 -2.592 -0.044
C -0.289 1.878 0.425
C 0.950 1.149 -0.035
C 0.104 -1.599 -0.663
H -1.872 0.682 -0.713
H -2.056 0.475 0.972
H 1.364 -2.538 0.859
H 0.635 -3.702 -0.326
H -0.447 2.861 -0.001
H -0.425 2.140 1.568
H 1.077 1.508 -1.095
H 1.791 1.114 0.657
H -0.455 -1.901 -1.625
*
```

Atomic partial charges in e from the natural (NBO) method, atoms 1 to 6: B 0.87; C -0.78; C -0.36; C -0.38; C -0.80; C -0.55


So which one wins? Going from most stable to least: arrangement B, arrangement A.


Arrangement A

A 2-piece molecular cluster, CH7PSi overall. Source: OMol25; level of theory: the ωB97M-V functional and the def2-TZVPD basis.

Geometry as ORCA input:
```
! wB97M-V def2-TZVPD RIJCOSX def2/J DEFGRID3
* xyz 0 1
C -1.519 -0.520 -0.661
Si -0.826 0.773 0.538
P 2.826 0.415 -0.182
H -0.913 -0.360 -1.672
H -1.242 -1.429 -0.207
H -2.642 -0.472 -0.733
H -0.859 2.205 0.262
H 0.044 0.123 1.578
H 3.267 -0.228 0.979
H 1.863 -0.508 0.097
*
```

Atomic partial charges in e from the natural (NBO) method, atoms 1 to 6: C -1.10; Si 0.71; P 0.05; H 0.25; H 0.24; H 0.25


Arrangement B

One molecule with the formula CH7PSi. Source: OMol25; level of theory: the ωB97M-V functional and the def2-TZVPD basis.

Output
SMILES string   CP[SiH3]

Geometry as ORCA input:
```
! wB97M-V def2-TZVPD RIJCOSX def2/J DEFGRID3
* xyz 0 1
C -0.284 -1.465 0.575
P 1.058 -0.468 -0.325
Si 0.071 1.566 -0.307
H -0.234 -0.947 1.595
H -0.079 -2.545 0.749
H -1.311 -1.269 0.304
H 0.976 -1.184 -1.766
H -1.272 1.915 -0.939
H 0.283 1.787 1.126
H 0.791 2.611 -1.013
*
```

Atomic partial charges in e from the natural (NBO) method, atoms 1 to 6: C -0.91; P 0.09; Si 0.54; H 0.22; H 0.24; H 0.22


So which one wins? Going from most stable to least: arrangement B, arrangement A.


Arrangement A

A 2-piece molecular cluster, C4H7NO overall. Source: OMol25; level of theory: the ωB97M-V functional and the def2-TZVPD basis.

Geometry as ORCA input:
```
! wB97M-V def2-TZVPD RIJCOSX def2/J DEFGRID3
* xyz 0 3
C -0.911 2.047 0.704
C -0.387 -1.975 0.279
C 0.509 -1.357 -0.445
C 1.520 -0.531 -1.116
N -1.339 1.376 1.668
O -1.057 -0.974 -0.375
H -0.740 3.106 0.788
H -0.484 1.579 -0.171
H -0.783 -2.683 0.994
H -1.445 0.390 1.364
H 1.281 -0.514 -2.203
H 2.482 -0.977 -0.718
H 1.354 0.513 -0.767
*
```

Atomic partial charges in e from the natural (NBO) method, atoms 1 to 6: C -0.05; C -0.11; C 0.27; C -0.69; N -0.58; O -0.41


Arrangement B

A 2-piece molecular cluster, C4H7NO overall. Source: OMol25; level of theory: the ωB97M-V functional and the def2-TZVPD basis.

Geometry as ORCA input:
```
! wB97M-V def2-TZVPD RIJCOSX def2/J DEFGRID3
* xyz 0 3
C -2.886 -0.429 0.065
C 0.964 -0.085 -0.044
C 0.271 1.057 -0.546
C 2.451 0.099 0.223
N -2.156 0.448 0.618
O 0.584 0.166 -1.370
H -3.501 -1.001 0.732
H -2.746 -0.795 -0.949
H 0.505 -0.953 0.453
H -1.927 1.028 -0.032
H 2.668 1.159 -0.181
H 2.975 -0.680 -0.304
H 2.799 -0.014 1.335
*
```

Atomic partial charges in e from the natural (NBO) method, atoms 1 to 6: C -0.05; C 0.01; C 0.25; C -0.66; N -0.58; O -0.48


So which one wins? Going from most stable to least: arrangement A, arrangement B.


Arrangement A

C36H28Cl5N6O2ReS2Te as an isolated structure. Source: OMol25; level of theory: the ωB97M-V functional and the def2-TZVPD basis.

Geometry as ORCA input:
```
! wB97M-V def2-TZVPD RIJCOSX def2/J DEFGRID3
* xyz 1 4
Re 0.323 -0.293 -0.322
Cl 3.085 -1.504 1.598
C 2.419 0.037 2.067
C 1.293 0.591 1.414
C 0.849 1.802 1.996
Cl -0.608 2.591 1.476
C 1.522 2.454 3.032
Cl 0.978 3.969 3.634
C 2.656 1.883 3.594
Cl 3.493 2.675 4.858
C 3.093 0.653 3.124
Cl 4.470 -0.072 3.850
O 0.830 2.768 -3.367
S 1.094 2.514 -1.975
O 2.338 1.894 -1.597
N -0.055 1.491 -1.384
C -1.432 1.765 -1.578
C -2.002 2.583 -2.523
C -3.395 2.815 -2.542
C -4.226 2.230 -1.633
C -3.682 1.339 -0.681
C -4.455 0.696 0.311
C -3.859 -0.145 1.206
C -2.486 -0.405 1.090
N -1.736 0.168 0.167
C -2.302 1.080 -0.694
C 1.001 4.032 -1.093
C 0.344 5.134 -1.630
C 0.333 6.322 -0.914
C 0.983 6.402 0.311
C 1.661 5.304 0.824
C 1.678 4.111 0.122
H -1.379 3.037 -3.278
H -3.802 3.478 -3.295
H -5.291 2.428 -1.632
H -5.519 0.892 0.361
H -4.421 -0.632 1.991
H -1.985 -1.084 1.765
H -0.108 5.083 -2.609
H -0.165 7.191 -1.323
H 0.979 7.335 0.860
H 2.185 5.377 1.768
H 2.215 3.249 0.497
S 0.136 -2.313 0.892
C -1.099 -3.052 -0.115
N -1.671 -4.148 0.352
N -2.607 -4.791 -0.287
C -3.473 -4.424 -1.370
C -4.059 -3.168 -1.461
C -4.931 -2.899 -2.498
C -5.238 -3.879 -3.439
C -4.678 -5.140 -3.319
C -3.794 -5.415 -2.282
N -1.327 -2.654 -1.386
N -0.748 -1.615 -1.817
C -0.992 -1.426 -3.236
C -0.468 -0.312 -3.869
C -0.687 -0.100 -5.223
C -1.436 -1.006 -5.956
C -1.956 -2.133 -5.325
C -1.742 -2.349 -3.977
H -2.780 -5.695 0.124
H -3.837 -2.403 -0.729
H -5.379 -1.915 -2.573
H -5.919 -3.660 -4.252
H -4.919 -5.915 -4.036
H -3.343 -6.398 -2.192
H 0.119 0.401 -3.318
H -0.267 0.781 -5.693
H -1.608 -0.844 -7.012
H -2.535 -2.852 -5.890
H -2.152 -3.224 -3.495
C 2.673 -0.536 -3.572
Te 2.752 -0.820 -1.466
C 2.650 -2.929 -1.674
H 1.985 -1.247 -4.020
H 3.688 -0.711 -3.922
H 2.379 0.487 -3.799
H 3.594 -3.268 -2.097
H 1.827 -3.173 -2.344
H 2.485 -3.381 -0.700
*
```

Atomic partial charges in e from the Löwdin method, atoms 1 to 6: Re 1.14; Cl 0.60; C -0.67; C -0.34; C -0.66; Cl 0.81


Arrangement B

C36H28Cl5N6O2ReS2Te as an isolated structure. Source: OMol25; level of theory: the ωB97M-V functional and the def2-TZVPD basis.

Geometry as ORCA input:
```
! wB97M-V def2-TZVPD RIJCOSX def2/J DEFGRID3
* xyz 1 4
Re -0.222 1.101 0.716
Cl -1.952 -0.779 3.709
C -0.974 0.635 3.928
C -0.330 1.206 2.843
C 0.455 2.304 3.122
Cl 1.251 2.872 1.649
C 0.622 2.903 4.347
Cl 1.575 4.313 4.517
C -0.024 2.296 5.424
Cl 0.164 2.947 6.995
C -0.808 1.154 5.217
Cl -1.554 0.390 6.557
O -1.356 4.462 1.750
S -1.890 3.980 0.510
O -3.166 4.451 0.059
N -1.911 2.310 0.596
C -3.137 1.616 0.731
C -4.403 2.127 0.918
C -5.513 1.267 1.051
C -5.389 -0.089 0.983
C -4.110 -0.651 0.785
C -3.873 -2.038 0.690
C -2.602 -2.507 0.491
C -1.546 -1.600 0.420
N -1.736 -0.294 0.526
C -3.003 0.208 0.680
C -0.739 4.312 -0.778
C 0.361 5.118 -0.523
C 1.243 5.396 -1.558
C 0.999 4.896 -2.830
C -0.133 4.130 -3.082
C -1.011 3.835 -2.055
H -4.552 3.192 0.973
H -6.487 1.710 1.210
H -6.246 -0.741 1.091
H -4.711 -2.721 0.771
H -2.395 -3.564 0.405
H -0.523 -1.945 0.295
H 0.511 5.522 0.469
H 2.113 6.010 -1.372
H 1.691 5.113 -3.633
H -0.331 3.767 -4.081
H -1.907 3.252 -2.231
S 0.174 0.868 -1.682
C 1.171 -0.558 -1.508
N 1.474 -1.387 -2.504
N 0.998 -1.128 -3.668
C 1.191 -1.991 -4.768
C 2.074 -3.060 -4.693
C 2.185 -3.911 -5.779
C 1.425 -3.699 -6.923
C 0.574 -2.604 -6.998
C 0.458 -1.742 -5.921
N 1.774 -0.862 -0.344
N 1.401 -0.176 0.682
C 2.373 -0.283 1.744
C 3.679 0.104 1.480
C 4.609 0.111 2.508
C 4.242 -0.313 3.779
C 2.946 -0.749 4.019
C 2.003 -0.730 3.003
H 0.407 -0.304 -3.792
H 2.662 -3.207 -3.798
H 2.874 -4.743 -5.737
H 1.496 -4.384 -7.756
H -0.002 -2.424 -7.895
H -0.210 -0.890 -5.964
H 3.946 0.428 0.482
H 5.617 0.453 2.317
H 4.966 -0.305 4.583
H 2.666 -1.101 5.003
H 0.991 -1.065 3.184
C 0.868 -4.542 -1.048
Te 1.915 -3.741 0.639
C 0.777 -4.847 2.082
H 1.429 -5.369 -1.473
H 0.771 -3.754 -1.792
H -0.112 -4.888 -0.729
H -0.169 -5.144 1.636
H 0.591 -4.203 2.939
H 1.321 -5.729 2.405
*
```

Atomic partial charges in e from the Löwdin method, atoms 1 to 6: Re 1.29; Cl 0.75; C -0.67; C -0.35; C -0.63; Cl 0.82


So which one wins? Going from most stable to least: arrangement A, arrangement B.


Arrangement A

A 2-piece molecular cluster, CH6S overall. Source: OMol25; level of theory: the ωB97M-V functional and the def2-TZVPD basis.

Output
SMILES string   C.S

Geometry as ORCA input:
```
! wB97M-V def2-TZVPD RIJCOSX def2/J DEFGRID3
* xyz 0 1
C 0.553 -0.374 1.363
H 0.381 -0.734 2.416
H 1.380 0.329 1.463
H 0.845 -1.257 0.640
H -0.340 0.080 0.885
S -0.738 1.164 -1.901
H -1.131 0.951 -3.175
H -0.950 -0.159 -1.690
*
```

Atomic partial charges in e from the natural (NBO) method, atoms 1 to 6: C -0.86; H 0.22; H 0.22; H 0.21; H 0.21; S -0.29


Arrangement B

A 2-piece molecular cluster, CH6S overall. Source: OMol25; level of theory: the ωB97M-V functional and the def2-TZVPD basis.

Output
SMILES string   C.S

Geometry as ORCA input:
```
! wB97M-V def2-TZVPD RIJCOSX def2/J DEFGRID3
* xyz 0 1
C 0.339 1.297 0.634
H 1.143 1.993 0.799
H 0.040 0.958 1.600
H -0.530 1.577 0.006
H 0.749 0.444 0.097
S -0.267 -2.288 -0.694
H -0.581 -2.890 -1.883
H -0.894 -1.091 -0.559
*
```

Atomic partial charges in e from the natural (NBO) method, atoms 1 to 6: C -0.86; H 0.22; H 0.21; H 0.21; H 0.21; S -0.33


So which one wins? Going from most stable to least: arrangement A, arrangement B.


Arrangement A

One molecule with the formula CH2N4. Source: OMol25; level of theory: the ωB97M-V functional and the def2-TZVPD basis.

Output
SMILES string   c1nn[nH]n1

Geometry as ORCA input:
```
! wB97M-V def2-TZVPD RIJCOSX def2/J DEFGRID3
* xyz 0 1
C 1.068 -0.139 -0.152
N 0.265 -1.225 -0.067
N -0.970 -0.891 -0.121
N -0.961 0.404 -0.109
N 0.258 0.991 -0.135
H 2.067 -0.010 0.287
H -1.727 0.870 0.297
*
```

Atomic partial charges in e from the natural (NBO) method, atoms 1 to 6: C 0.07; N -0.27; N -0.02; N -0.17; N -0.24; H 0.23


Arrangement B

One molecule with the formula CH2N4. Source: OMol25; level of theory: the ωB97M-V functional and the def2-TZVPD basis.

Output
SMILES string   c1nnn[nH]1

Geometry as ORCA input:
```
! wB97M-V def2-TZVPD RIJCOSX def2/J DEFGRID3
* xyz 0 1
C 0.554 -0.562 0.100
N 1.215 0.602 0.333
N 0.363 1.544 0.119
N -0.681 1.065 -0.252
N -0.740 -0.212 -0.171
H 0.743 -1.702 0.307
H -1.453 -0.736 -0.436
*
```

Atomic partial charges in e from the natural (NBO) method, atoms 1 to 6: C 0.11; N -0.29; N -0.05; N -0.07; N -0.33; H 0.23


Arrangement C

A 2-piece molecular cluster, CH2N4 overall. Source: OMol25; level of theory: the ωB97M-V functional and the def2-TZVPD basis.

Geometry as ORCA input:
```
! wB97M-V def2-TZVPD RIJCOSX def2/J DEFGRID3
* xyz 0 1
C 0.625 0.819 0.075
N 1.646 -1.167 -0.684
N -1.702 -0.504 0.149
N 1.232 -0.187 -0.377
N -2.331 -1.371 0.456
H -0.103 0.563 0.823
H 0.633 1.847 -0.443
*
```

Atomic partial charges in e from the natural (NBO) method, atoms 1 to 6: C -0.49; N -0.04; N -0.03; N 0.07; N 0.02; H 0.23


So which one wins? Going from most stable to least: arrangement C, arrangement A, arrangement B.


Arrangement A

An isolated ion of composition C3H3N2O and charge +1. Source: OMol25; level of theory: the ωB97M-V functional and the def2-TZVPD basis.

Geometry as ORCA input:
```
! wB97M-V def2-TZVPD RIJCOSX def2/J DEFGRID3
* xyz 1 1
C 1.966 1.209 0.204
C -1.766 -0.218 0.097
C -0.609 -0.976 -0.146
N 1.020 0.639 -0.219
N 0.105 0.096 -0.807
O -2.575 0.575 0.192
H 2.774 1.799 0.550
H 0.028 -1.351 0.860
H -0.943 -1.774 -0.730
*
```

Atomic partial charges in e from the natural (NBO) method, atoms 1 to 6: C 0.18; C 0.91; C -0.40; N -0.02; N -0.34; O -0.23


Arrangement B

An isolated ion of composition C3H3N2O and charge +1. Source: OMol25; level of theory: the ωB97M-V functional and the def2-TZVPD basis.

Output
SMILES string   Cc1nc1=[N+]=O

Geometry as ORCA input:
```
! wB97M-V def2-TZVPD RIJCOSX def2/J DEFGRID3
* xyz 1 1
C 1.275 -0.975 0.434
C 0.006 -0.274 0.096
N -1.091 -0.249 -0.573
C -0.644 1.171 -0.020
N -1.732 1.707 -0.501
O -2.559 1.873 -1.197
H 1.924 -1.137 -0.435
H 1.210 -1.896 1.037
H 1.611 -0.220 1.158
*
```

Atomic partial charges in e from the natural (NBO) method, atoms 1 to 6: C -0.71; C 0.43; N -0.12; C 0.12; N 0.38; O -0.02


So which one wins? Going from most stable to least: arrangement A, arrangement B.